(1)
A molecular structure, C44H52AlN9OP2, computed with ωB97M-V with the def2-TZVPD basis set.

Computed properties:
Charge: +2
HOMO level, eV: -12.876
Calculated total energy, Ha: -3200.715887

Last column: Mulliken charge in e.
Element x y z (Å)
Al  0.753  0.577  -0.812  -1.4344
C  3.859  -2.369  -2.320  -1.3720
C  4.343  -1.021  -1.787  0.8420
C  5.704  -1.205  -1.116  -1.3753
P  3.072  -0.215  -0.660  0.4719
C  3.972  1.105  0.306  1.1940
C  4.851  0.704  1.490  -1.4701
C  4.683  2.026  -0.696  -1.5079
C  2.432  -1.623  0.311  1.0956
C  3.243  -2.387  1.151  -0.9643
C  2.801  -3.586  1.681  -1.4220
C  1.560  -4.077  1.297  -1.0854
C  0.733  -3.341  0.465  -0.4092
C  1.110  -2.071  0.017  -0.1577
N  0.273  -1.210  -0.686  1.2690
C  -1.046  -1.444  -1.121  -0.4819
C  -2.050  -2.083  -0.391  -0.3545
C  -3.358  -2.091  -0.857  -1.1691
C  -3.695  -1.456  -2.045  -0.9862
C  -2.715  -0.790  -2.766  -0.6024
C  -1.396  -0.786  -2.322  -0.3213
P  -0.037  0.146  -3.094  0.4244
C  -0.759  1.346  -4.301  1.0199
C  0.252  2.474  -4.551  -1.4501
C  -1.226  0.722  -5.617  -1.6677
C  0.986  -1.148  -3.919  2.2744
C  2.176  -0.523  -4.649  -1.3023
C  0.236  -2.171  -4.769  -1.7063
H  4.578  -2.739  -3.051  0.5377
H  2.891  -2.312  -2.810  0.2917
H  3.787  -3.106  -1.520  0.2874
H  4.454  -0.324  -2.623  0.6674
H  5.645  -1.873  -0.257  0.1964
H  6.161  -0.271  -0.808  0.2878
H  6.372  -1.670  -1.842  0.5031
H  3.152  1.692  0.704  0.1063
H  5.846  0.393  1.177  0.3258
H  4.405  -0.100  2.074  0.1945
H  4.962  1.566  2.149  0.4359
H  5.571  1.568  -1.125  0.3278
H  4.994  2.936  -0.184  0.4786
H  4.016  2.314  -1.514  0.3222
H  4.246  -2.053  1.378  0.3654
H  3.440  -4.154  2.344  0.5492
H  1.232  -5.046  1.650  0.4702
H  -0.211  -3.761  0.152  0.7615
H  -1.829  -2.542  0.562  0.6847
H  -4.126  -2.582  -0.273  0.4628
H  -4.713  -1.483  -2.410  0.5274
H  -2.984  -0.275  -3.679  0.3940
H  -1.627  1.765  -3.778  0.4982
H  1.074  2.129  -5.177  0.3631
H  0.677  2.850  -3.618  0.2134
H  -0.231  3.306  -5.064  0.4569
H  -0.376  0.475  -6.253  0.3322
H  -1.843  1.439  -6.159  0.4481
H  -1.813  -0.183  -5.468  0.3840
H  1.357  -1.675  -3.036  -1.2220
H  1.866  -0.037  -5.574  0.4403
H  2.899  -1.296  -4.915  0.4106
H  2.681  0.218  -4.023  0.2698
H  -0.066  -1.765  -5.733  0.3394
H  -0.649  -2.549  -4.255  0.3245
H  0.895  -3.019  -4.962  0.4480
C  1.565  0.109  4.630  -1.1805
N  1.296  0.683  3.313  1.3214
C  0.850  0.047  2.239  -0.8440
N  0.709  0.925  1.239  1.1133
C  1.088  2.116  1.814  -1.0956
N  1.463  1.993  3.054  -1.1083
C  0.354  -0.628  5.162  0.6257
C  0.477  -1.800  5.896  -0.8993
C  -0.656  -2.426  6.400  -0.6740
C  -1.919  -1.907  6.165  -0.9171
C  -2.044  -0.737  5.423  0.0655
C  -0.906  -0.099  4.938  0.3175
C  -3.331  -0.137  5.093  0.4491
N  -4.458  -0.132  5.721  -0.5006
N  -5.325  0.633  4.986  -0.4245
C  -4.673  1.055  3.953  0.4993
O  -3.399  0.596  3.948  -0.1644
C  -5.131  1.887  2.852  -0.0755
C  -6.255  2.695  2.999  -1.0716
C  -6.671  3.476  1.936  -0.7020
C  -5.985  3.445  0.729  -0.9382
C  -4.873  2.625  0.573  1.1748
C  -4.237  2.505  -0.797  -0.9794
N  -2.775  2.545  -0.823  1.3378
C  -1.913  1.597  -0.484  -1.1353
N  -0.673  2.011  -0.774  0.8477
C  -0.867  3.270  -1.281  -0.7565
N  -2.121  3.614  -1.313  -1.0432
C  -4.445  1.855  1.642  0.0560
H  1.834  0.943  5.277  0.3867
H  2.427  -0.555  4.555  0.3485
H  0.564  -0.990  2.234  0.8546
H  1.047  3.065  1.304  0.5899
H  1.457  -2.222  6.089  0.4764
H  -0.551  -3.336  6.976  0.4349
H  -2.806  -2.394  6.547  0.5329
H  -1.024  0.834  4.400  0.6653
H  -6.780  2.699  3.945  0.5564
H  -7.536  4.117  2.043  0.4259
H  -6.326  4.054  -0.099  0.4323
H  -4.568  3.322  -1.431  0.4751
H  -4.544  1.561  -1.253  0.2698
H  -2.176  0.632  -0.080  0.9210
H  -0.071  3.916  -1.611  0.5888
H  -3.586  1.202  1.553  0.5079



(2)
A molecular structure, C44H52Br2N7O4S2SeY in a non-equilibrium geometry, computed with ωB97M-V with the def2-TZVPD basis set.

Computed properties:
HOMO level, eV: -5.053
Relative energy (zero: lowest compared OMol25 entry of this formula, charge and spin), eV: 0.0000
Calculated total energy, Ha: -10776.432116

Last column: Mulliken charge in e.
Element x y z (Å)
Y  -19.484  -10.107  -5.727  0.3596
O  -20.584  -11.920  -7.102  -0.1017
C  -21.312  -12.108  -6.087  0.9948
O  -21.048  -11.583  -4.907  -0.7015
C  -22.554  -13.033  -6.019  -0.0446
C  -22.833  -13.586  -4.762  -0.5545
C  -24.141  -13.900  -4.342  -0.6691
C  -25.141  -13.931  -5.294  -0.4609
C  -24.839  -13.674  -6.624  -0.7468
C  -23.573  -13.233  -7.067  0.4909
S  -23.543  -12.898  -8.748  -0.4316
H  -21.986  -13.672  -4.083  0.2503
H  -24.334  -14.084  -3.305  0.3920
H  -26.176  -14.123  -4.967  0.3241
H  -25.597  -13.773  -7.377  0.4305
N  -14.979  -9.122  -7.603  -0.0470
C  -14.329  -9.031  -6.360  -0.9946
C  -15.286  -9.051  -5.368  -0.3049
N  -16.513  -9.216  -5.949  0.1539
C  -16.310  -9.125  -7.299  -0.6057
C  -17.386  -9.125  -8.200  -0.2666
N  -18.525  -9.806  -7.962  1.5996
C  -19.241  -9.672  -9.141  -0.3533
C  -18.537  -8.880  -10.045  -1.2434
N  -17.365  -8.505  -9.416  0.0413
H  -14.584  -9.353  -8.485  0.2407
H  -13.266  -8.959  -6.274  0.4507
H  -15.164  -9.042  -4.302  0.4987
H  -20.163  -10.190  -9.320  0.5255
H  -18.811  -8.592  -11.072  0.4432
H  -16.621  -7.908  -9.728  0.2102
C  -18.330  -12.831  -3.744  -0.6486
C  -18.292  -11.578  -2.922  0.5299
C  -17.890  -11.585  -1.588  -1.0161
C  -17.800  -10.376  -0.896  -0.7099
C  -18.178  -9.176  -1.512  0.8287
C  -18.194  -7.921  -0.862  -0.1269
Br  -18.328  -7.833  0.995  -0.2262
C  -18.284  -6.723  -1.616  -0.3755
C  -18.631  -6.751  -2.997  -0.9175
Br  -18.658  -5.192  -4.070  -0.1850
C  -18.955  -8.025  -3.606  0.4373
O  -19.474  -8.109  -4.785  0.0403
C  -18.517  -9.223  -2.875  0.0974
N  -18.564  -10.395  -3.546  0.3590
H  -17.335  -13.296  -3.797  0.4091
H  -18.642  -12.555  -4.808  -0.3129
H  -19.051  -13.538  -3.338  0.3836
H  -17.582  -12.551  -1.181  0.4620
H  -17.407  -10.353  0.100  0.4568
H  -18.186  -5.798  -1.069  0.4271
C  -23.796  -9.222  -9.232  -0.5622
C  -24.206  -8.201  -8.164  -0.4353
C  -23.796  -8.517  -6.735  -0.8720
S  -22.077  -8.301  -6.230  0.6377
O  -21.040  -9.145  -6.979  -0.3514
C  -21.867  -6.550  -6.761  -1.2309
C  -21.164  -6.346  -8.133  0.3555
C  -20.930  -4.796  -8.342  -1.3438
H  -24.172  -8.953  -10.259  0.3301
H  -24.157  -10.243  -9.004  0.1339
H  -22.673  -9.289  -9.305  -0.0417
H  -25.311  -8.226  -8.126  0.4187
H  -23.927  -7.133  -8.430  0.1715
H  -24.055  -9.530  -6.434  0.5232
H  -24.246  -7.760  -6.060  0.4372
H  -21.295  -6.013  -5.998  0.4290
H  -22.807  -6.062  -6.655  0.6725
H  -21.726  -6.878  -8.886  0.3486
H  -20.162  -6.784  -8.067  -0.2354
H  -21.848  -4.221  -8.189  0.3561
H  -20.406  -4.629  -9.294  0.3747
H  -20.223  -4.577  -7.525  0.2934
C  -16.019  -14.735  -11.275  -0.7926
C  -15.048  -13.792  -10.592  -0.0467
C  -14.191  -14.465  -9.466  -0.6602
C  -14.759  -14.709  -8.039  -1.1911
N  -15.967  -15.504  -8.015  0.6837
C  -17.225  -14.961  -8.169  -0.6594
Se  -17.581  -13.148  -8.241  -0.6340
N  -18.120  -15.990  -8.260  1.1524
C  -19.572  -15.845  -8.170  -0.4321
C  -20.315  -15.877  -9.479  -0.4753
C  -20.403  -17.249  -10.197  -0.3926
C  -21.361  -18.268  -9.576  -1.2717
C  -17.434  -17.227  -8.059  0.6879
C  -17.885  -18.523  -7.811  -0.2837
C  -16.906  -19.477  -7.505  -0.7426
C  -15.549  -19.178  -7.341  -0.7593
C  -15.135  -17.879  -7.602  -0.7687
C  -16.077  -16.925  -7.925  0.4508
H  -15.908  -14.719  -12.393  0.3732
H  -17.080  -14.459  -11.082  0.0855
H  -15.911  -15.799  -10.902  0.1759
H  -15.583  -12.948  -10.148  -0.1597
H  -14.289  -13.451  -11.302  0.4533
H  -13.300  -13.815  -9.321  0.4351
H  -13.750  -15.390  -9.851  0.3206
H  -14.951  -13.766  -7.543  0.3898
H  -13.992  -15.233  -7.451  0.4294
H  -19.760  -14.864  -7.669  -0.3657
H  -19.983  -16.591  -7.488  0.3455
H  -19.825  -15.154  -10.122  0.1538
H  -21.302  -15.465  -9.322  0.4310
H  -19.374  -17.645  -10.269  0.2922
H  -20.724  -17.071  -11.220  0.3995
H  -21.122  -18.569  -8.528  0.2668
H  -21.350  -19.162  -10.229  0.3351
H  -22.395  -17.912  -9.568  0.3877
H  -18.941  -18.861  -7.856  0.1330
H  -17.263  -20.488  -7.277  0.3672
H  -14.844  -19.960  -7.037  0.3785
H  -14.045  -17.692  -7.485  0.3058



(3)
A molecular structure, C44H52BrClN5NiO7PS in a non-equilibrium geometry, computed with ωB97M-V with the def2-TZVPD basis set.

Computed properties:
Spin multiplicity: 3
HOMO level (spin up / spin down), eV: -7.335 / -7.417
Relative energy (zero: lowest compared OMol25 entry of this formula, charge and spin), eV: 0.4003
Calculated total energy, Ha: -7790.286962

Last column: Mulliken charge in e.
Element x y z (Å)
Ni  -0.520  2.368  -0.885  0.3649
C  -2.010  4.954  3.770  -0.5576
C  -2.523  5.227  2.526  -1.0593
C  -2.364  4.227  1.538  0.0288
C  -1.935  2.957  1.944  1.3116
C  -2.216  2.051  0.875  -0.4168
C  -2.357  0.671  1.267  -0.5954
C  -1.791  0.323  2.529  -0.4068
C  -1.482  1.249  3.495  -0.6670
C  -1.610  2.650  3.251  0.9330
C  -1.304  3.784  4.061  -1.1853
H  -2.211  5.683  4.552  0.3826
H  -3.038  6.181  2.372  0.3584
H  -1.938  4.591  -0.596  -0.3944
H  -2.806  -0.110  0.650  0.4683
H  -1.682  -0.738  2.785  0.6311
H  -1.075  0.921  4.482  0.3806
H  -0.662  3.586  4.924  0.4152
O  -5.677  -1.392  -0.810  -0.6462
S  -4.978  -2.329  0.063  0.9951
O  -5.244  -2.382  1.507  -0.6769
N  -3.335  -2.042  -0.159  -0.1916
C  -2.672  -2.944  -0.882  0.3785
O  -1.448  -2.835  -1.161  -0.7150
C  -3.599  -4.063  -1.282  -0.2679
C  -3.319  -5.198  -2.020  -0.2827
C  -4.357  -6.069  -2.380  -0.5250
C  -5.644  -5.875  -1.883  -0.3747
C  -5.907  -4.798  -1.043  -0.6810
C  -4.870  -3.897  -0.801  0.4171
H  -2.268  -5.386  -2.382  0.3293
H  -4.132  -7.006  -2.943  0.3108
H  -6.444  -6.568  -2.122  0.3902
H  -6.888  -4.591  -0.670  0.4468
C  1.542  -2.308  -2.967  -0.6836
C  0.622  -1.349  -3.778  -0.2179
O  0.221  -0.348  -2.889  -0.0133
P  -0.829  0.862  -3.000  -0.2917
O  -0.495  1.667  -4.331  -0.0236
C  0.105  1.609  -5.724  -0.2350
C  -0.331  2.911  -6.438  -1.2718
O  -2.216  0.036  -3.158  0.0380
C  -3.241  0.318  -4.151  0.3619
C  -3.732  -1.026  -4.712  -1.3383
H  2.269  -2.797  -3.609  0.4656
H  0.886  -2.958  -2.340  0.1590
H  2.122  -1.641  -2.288  -0.1272
H  -0.246  -1.852  -4.225  0.2445
H  1.190  -0.931  -4.609  0.3081
H  -0.236  0.683  -6.236  0.3244
H  1.185  1.542  -5.542  0.3251
H  -1.416  2.887  -6.484  0.2934
H  0.093  2.923  -7.407  0.4250
H  -0.055  3.751  -5.866  0.3347
H  -2.745  0.883  -4.926  0.1313
H  -4.072  0.852  -3.651  -0.0183
H  -2.989  -1.355  -5.426  0.3553
H  -4.779  -0.955  -5.044  0.3970
H  -3.735  -1.806  -3.979  0.2008
C  7.221  -0.062  2.790  -1.6660
C  6.227  0.616  1.839  1.1073
C  5.624  1.883  2.510  -1.4550
C  7.108  1.039  0.644  -1.6921
C  5.015  -0.338  1.347  2.4820
O  5.534  -1.488  0.681  -0.7385
C  4.045  -0.759  2.565  -1.8673
C  3.669  -2.332  2.778  -0.8924
C  2.562  -2.573  3.839  0.3412
C  2.192  -3.897  4.109  -0.5078
C  1.120  -4.194  4.938  -0.6047
C  0.617  -3.145  5.717  0.2261
Cl  -0.344  -3.675  7.071  -0.2301
C  0.900  -1.814  5.434  -1.0624
C  1.899  -1.545  4.493  0.1806
C  4.321  0.427  0.089  -2.3855
N  2.843  0.559  0.116  0.9287
C  2.013  1.631  0.094  -0.1819
N  0.773  1.223  -0.040  0.7439
C  0.866  -0.171  -0.046  -1.7183
N  2.090  -0.598  0.036  -0.3564
H  7.972  0.696  3.104  0.4760
H  7.676  -0.940  2.321  0.4280
H  6.727  -0.368  3.737  0.2986
H  6.424  2.493  2.948  0.4684
H  4.893  1.553  3.281  0.2679
H  5.029  2.549  1.885  0.2638
H  8.014  1.580  1.048  0.4150
H  6.722  1.717  -0.092  0.3652
H  7.456  0.096  0.167  0.3655
H  5.898  -2.114  1.369  0.4981
H  3.119  -0.193  2.446  0.3825
H  4.446  -0.455  3.533  0.9667
H  4.502  -3.005  3.092  0.4930
H  3.327  -2.700  1.799  0.4769
H  2.796  -4.708  3.604  0.2944
H  0.744  -5.263  5.071  0.3257
H  0.510  -1.120  6.093  0.5712
H  2.177  -0.536  4.151  0.3765
H  4.623  -0.196  -0.799  0.0887
H  4.700  1.447  -0.018  0.5154
H  2.418  2.623  0.250  0.4428
H  -0.017  -0.720  -0.209  1.3032
Br  -0.185  4.378  -1.966  -0.6790
C  -2.772  4.290  0.123  1.8436
C  -3.978  5.077  -0.237  -1.0939
C  -4.732  4.568  -1.229  -0.6101
C  -4.439  3.239  -1.770  -0.9769
C  -3.757  2.314  -1.094  -0.0859
N  -2.843  2.802  -0.125  0.2040
H  -4.184  6.022  0.271  0.2952
H  -5.616  5.041  -1.593  0.4632
H  -5.025  3.007  -2.664  0.3122
H  -3.730  1.245  -1.297  0.5503